108
Properties=species:S:1:pos:R:3:forces:R:3 method="wB97M-V/def2-TZVPD" molar_mass_g_mol=687.94 smiles="CCNc1ccc2c(c1CCCCS(=O)(=O)O)C(=O)c1ccccc1C2=O.CC(C)O.CC(C)O.CC(C)O.CC(C)O.CC(C)O" lumo_energy_ev=-1.123 total_energy_ha=-2575.19265 e_homo_ev=-8.660 fmax_ev_per_a=5.37
C 6.9063 -4.7139 -0.4456 -0.52 -0.79 0.49
C 5.6272 -5.0618 -1.3601 1.15 -1.24 -0.16
N 5.4157 -4.1625 -2.5323 -0.15 1.40 0.75
C 5.2043 -2.7585 -2.1639 0.10 2.37 0.51
C 6.4918 -1.8493 -2.0830 -2.89 2.32 0.70
C 6.4076 -0.3465 -1.7118 -3.53 -2.86 -0.28
C 4.9659 0.1991 -1.4284 0.02 -2.00 -0.68
C 3.6982 -0.7102 -1.5052 2.54 -0.61 -0.48
C 3.7825 -2.2398 -1.8844 2.76 2.84 0.78
C 2.4132 -3.0182 -1.8851 -0.34 0.26 -0.44
C 2.3823 -4.5282 -2.3609 0.00 -1.20 0.99
C 0.8886 -5.0115 -2.7097 0.12 0.78 0.22
C -0.2784 -4.2290 -1.9188 -0.90 0.14 -1.68
S -0.2975 -4.5426 -0.0893 -0.32 -3.02 4.42
O 1.0391 -4.9618 0.4698 -2.80 1.68 -2.10
O -1.3961 -5.5158 0.2888 2.73 3.26 -1.99
O -0.7090 -3.0958 0.6943 0.81 -1.45 -1.34
C 2.2877 0.0068 -1.1855 -0.66 -0.06 0.68
O 1.3855 -0.4979 -0.4759 2.80 1.42 -2.49
C 2.1375 1.4794 -1.8273 0.26 1.87 -0.92
C 0.8064 1.9202 -2.4914 3.23 1.87 0.46
C 0.7399 3.3273 -3.1278 3.12 -1.76 1.82
C 2.0035 4.2169 -3.0462 -0.01 -1.99 0.61
C 3.3480 3.8025 -2.3890 -2.87 -2.75 0.23
C 3.4145 2.3921 -1.7654 -2.64 0.58 -1.38
C 4.7302 1.7571 -1.0774 0.60 0.44 0.89
O 5.4807 2.4052 -0.3127 -2.36 -2.05 -2.86
H 7.7273 -4.1316 -0.9848 -1.34 -0.66 0.74
H 7.3747 -5.7292 -0.1483 -0.73 1.72 -0.19
H 6.5219 -4.1718 0.4978 1.06 -0.69 -1.49
H 4.6903 -5.1484 -0.7183 1.24 0.38 -0.95
H 5.8225 -6.1159 -1.7978 -0.51 1.67 0.59
H 6.1916 -4.2067 -3.2107 -0.46 -0.12 0.79
H 7.5295 -2.2804 -2.3284 -1.95 0.61 0.41
H 7.3477 0.3019 -1.6681 -1.67 -1.03 0.01
H 1.6820 -2.4259 -2.5619 1.31 -0.72 0.97
H 1.9466 -2.9467 -0.8298 0.96 -0.14 -1.69
H 3.0661 -4.8031 -3.2317 -0.98 0.79 1.16
H 2.7346 -5.1819 -1.4737 -0.54 1.11 -1.46
H 0.7261 -4.7809 -3.8310 -0.09 -0.50 1.80
H 0.7398 -6.1232 -2.4963 0.37 1.51 -0.50
H -0.3308 -3.1038 -2.1744 0.35 -1.78 0.91
H -1.2742 -4.6614 -2.3185 1.48 0.62 1.08
H 0.0709 -2.7516 1.1894 -0.36 -0.47 -0.62
H -0.0543 1.1631 -2.4785 1.38 1.46 -0.09
H -0.2353 3.6425 -3.6483 1.91 -0.31 0.94
H 1.9317 5.2515 -3.5444 0.21 -1.82 0.97
H 4.2835 4.4701 -2.3600 -1.85 -1.07 -0.10
C 11.4508 1.9519 -3.6231 0.27 -0.11 -0.11
C 10.2086 1.0815 -3.5168 -0.01 0.66 0.29
C 8.9422 1.8945 -3.7316 -0.24 -0.10 -0.14
O 10.1661 0.4702 -2.2279 -0.10 -0.33 0.04
H 11.4435 2.7375 -2.8606 -0.13 0.01 -0.08
H 12.3522 1.3566 -3.4551 -0.10 0.01 -0.08
H 11.5206 2.4220 -4.6074 0.01 0.01 0.08
H 10.2590 0.2776 -4.2565 -0.01 -0.08 0.23
H 8.8473 2.6781 -2.9727 0.13 0.02 -0.06
H 8.0582 1.2576 -3.6410 0.08 0.02 -0.12
H 8.9358 2.3630 -4.7190 -0.03 0.00 0.08
H 10.1216 1.1736 -1.5660 0.04 -0.10 -0.14
C 0.1936 3.9111 2.2275 0.09 0.13 0.27
C -0.2706 4.6853 1.0037 0.09 -0.72 -0.13
C -1.4183 3.9753 0.3027 -0.23 0.16 -0.08
O 0.8186 4.8348 0.0967 0.08 0.32 -0.03
H 0.5574 2.9175 1.9461 -0.14 0.01 -0.06
H 1.0259 4.4264 2.7147 -0.11 0.02 -0.03
H -0.6170 3.7937 2.9517 0.06 -0.04 -0.03
H -0.5863 5.6891 1.3018 0.18 0.00 -0.14
H -1.1103 2.9840 -0.0454 0.03 0.00 0.15
H -1.7341 4.5363 -0.5813 0.00 0.02 0.11
H -2.2773 3.8598 0.9690 0.01 -0.06 -0.10
H 1.1052 3.9509 -0.1734 -0.06 0.13 0.01
C -5.3966 4.3756 2.2501 0.23 0.13 0.13
C -5.6786 4.1947 0.7667 -0.44 -0.36 0.43
C -7.1581 4.3651 0.4593 -0.12 0.13 -0.24
O -5.2571 2.8950 0.3599 0.22 -0.04 -0.19
H -5.9338 3.6283 2.8434 -0.11 0.07 -0.10
H -4.3317 4.2387 2.4581 -0.06 0.08 -0.06
H -5.6942 5.3709 2.5905 0.02 -0.07 0.02
H -5.0975 4.9208 0.1910 0.06 -0.22 -0.05
H -7.7556 3.6176 0.9910 0.10 0.07 0.11
H -7.3474 4.2209 -0.6078 0.07 0.07 0.07
H -7.5090 5.3601 0.7455 -0.02 -0.07 -0.01
H -5.7663 2.2448 0.8649 0.06 0.13 -0.02
C -5.9858 -1.8853 3.6574 -0.18 -0.10 0.23
C -6.4451 -0.9174 2.5795 0.68 -0.17 0.12
C -5.5068 -0.9328 1.3840 -0.09 0.07 -0.26
O -6.5016 0.4040 3.1198 -0.27 0.34 -0.06
H -4.9920 -1.6143 4.0294 0.04 0.00 -0.19
H -6.6636 -1.8543 4.5144 -0.03 -0.08 -0.16
H -5.9486 -2.9095 3.2782 0.01 0.07 0.06
H -7.4563 -1.1806 2.2566 0.01 0.20 0.13
H -4.4968 -0.6273 1.6763 -0.03 -0.12 0.07
H -5.8444 -0.2234 0.6231 -0.03 -0.11 0.01
H -5.4536 -1.9279 0.9354 0.04 0.08 0.02
H -5.6110 0.6455 3.4086 -0.14 -0.12 -0.03
C -9.4471 -1.0902 6.3848 0.26 0.13 0.10
C -9.7285 -1.2748 4.9019 -0.44 -0.26 0.42
C -11.2071 -1.0993 4.5931 -0.10 0.12 -0.26
O -9.3109 -2.5780 4.4984 0.22 -0.04 -0.22
H -9.9875 -1.8333 6.9803 -0.10 0.07 -0.08
H -8.3831 -1.2302 6.5940 -0.07 0.08 -0.06
H -9.7413 -0.0927 6.7214 0.01 -0.08 0.02
H -9.1440 -0.5528 4.3243 0.08 -0.21 -0.04
H -11.8083 -1.8428 5.1266 0.08 0.07 0.10
H -11.3964 -1.2459 3.5263 0.06 0.07 0.08
H -11.5540 -0.1022 4.8761 -0.02 -0.08 -0.01
H -9.8216 -3.2248 5.0033 0.08 0.15 -0.08

***

87
Properties=species:S:1:pos:R:3:forces:R:3 method="wB97M-V/def2-TZVPD" molar_mass_g_mol=805.69 lumo_energy_ev=-3.454 total_energy_ha=-4340.80842 e_homo_ev=-12.511 fmax_ev_per_a=3.82 charge=+1
C 3.6106 -3.2109 -0.9353 0.12 1.07 0.22
C 2.4356 -2.2734 -1.4110 0.39 -0.92 0.74
I 3.1014 -0.1939 -1.2506 -0.50 -0.50 -0.44
C 1.2015 -2.4426 -0.4535 0.83 0.27 -1.02
P -0.4127 -1.9906 -1.2635 0.48 -0.23 1.37
C -1.2596 -0.6267 -0.3325 0.40 0.37 0.04
C -0.9534 0.8153 -0.8511 -0.76 -0.09 -0.33
C -1.1802 1.0058 -2.3707 0.34 1.43 0.58
O -0.0561 0.5977 -3.1705 -0.81 -0.59 0.40
P -1.7400 -3.7475 -1.0428 -3.63 0.64 -1.01
O -3.0523 -3.3614 -1.6990 2.07 -0.47 0.64
H 4.1609 -3.6478 -1.7802 -0.37 0.08 0.25
H 4.3248 -2.5732 -0.3886 -0.16 -0.55 -0.10
H 3.2721 -3.9853 -0.2288 0.03 0.15 -0.47
H 2.1992 -2.5322 -2.4533 -0.05 0.51 0.31
H 1.1875 -3.5091 -0.1556 -0.37 0.52 0.00
H 1.3812 -1.7996 0.4237 -0.43 -0.44 -0.17
H -0.2777 -1.7714 -2.6574 -0.03 0.04 0.40
H -0.8892 -0.6925 0.7102 -0.13 -0.30 -0.47
H -2.3433 -0.8349 -0.3080 0.40 0.02 -0.30
H 0.0371 1.1770 -0.5176 -0.34 -0.35 -0.41
H -1.6782 1.4808 -0.3442 0.30 -0.40 -0.14
H -2.1337 0.5611 -2.6977 0.46 -0.18 0.03
H -1.2819 2.0972 -2.5314 -0.12 -0.48 0.03
H 0.6102 0.3170 -2.5415 0.67 0.25 -0.08
H -1.9497 -3.8421 0.3649 0.90 -0.28 -0.26
H -1.1300 -4.9137 -1.5941 0.31 0.45 0.52
O 2.7965 3.4621 0.6272 0.18 -0.15 0.25
S 4.2159 3.7009 0.6596 0.70 0.81 -0.26
O 5.0564 3.0660 1.6328 -0.59 -0.04 -0.16
O 4.4818 5.2836 0.6881 -0.13 -0.80 -0.37
C 3.8422 6.0630 1.7121 -0.22 0.47 0.80
C 4.5328 5.9177 3.0551 0.06 -0.31 0.03
C 4.8712 3.3886 -0.9490 -0.07 0.19 0.00
H 2.7828 5.8044 1.7817 0.06 -0.12 -0.14
H 3.8993 7.1006 1.3843 0.09 -0.16 -0.27
H 4.4144 4.9091 3.4527 -0.02 0.04 0.01
H 4.1119 6.6171 3.7782 -0.02 0.05 -0.09
H 5.6026 6.1053 2.9599 -0.05 0.08 -0.01
H 4.2580 3.9006 -1.6867 0.00 0.00 0.04
H 4.8230 2.3125 -1.0929 0.08 -0.04 0.01
H 5.9014 3.7333 -0.9927 -0.02 -0.04 0.06
O -0.2766 -4.5805 3.0597 0.15 -0.23 -0.21
S -0.0336 -5.3635 4.2449 -0.44 -0.32 0.94
O 1.0160 -6.3395 4.2849 -0.22 0.40 -0.44
O -1.4107 -6.0559 4.6990 0.54 0.59 -0.07
C -2.1298 -6.8415 3.7369 -0.31 -0.67 -0.48
C -1.5058 -8.2100 3.5364 0.30 0.05 -0.04
C 0.1353 -4.2834 5.6312 -0.09 0.03 -0.04
H -2.2131 -6.3015 2.7902 0.11 0.12 0.10
H -3.1389 -6.9571 4.1316 0.11 0.23 0.19
H -0.5287 -8.1320 3.0582 -0.03 -0.01 0.01
H -2.1424 -8.8314 2.9055 -0.07 0.06 0.05
H -1.3587 -8.7093 4.4942 -0.09 0.00 -0.02
H -0.6863 -3.5714 5.6261 0.00 -0.04 -0.01
H 1.0865 -3.7643 5.5296 0.01 -0.07 -0.08
H 0.1302 -4.8792 6.5406 0.00 -0.04 -0.06
O -3.8376 -1.5182 -6.6902 -0.16 0.41 0.18
S -3.4539 -0.2100 -6.2413 0.33 0.28 -0.44
O -4.3690 0.6388 -5.5319 0.11 -0.43 -0.12
O -2.8382 0.6065 -7.4808 0.10 -0.37 0.71
C -3.6252 0.7142 -8.6779 -0.61 0.21 -0.69
C -4.7317 1.7431 -8.5424 -0.12 -0.03 0.29
C -1.9617 -0.3323 -5.3035 0.06 0.04 -0.21
H -4.0251 -0.2625 -8.9593 0.08 -0.04 0.18
H -2.9386 1.0211 -9.4667 0.21 -0.07 0.24
H -5.4844 1.4199 -7.8227 0.01 -0.01 -0.04
H -5.2267 1.8998 -9.5013 0.09 -0.03 -0.03
H -4.3318 2.6943 -8.1888 0.03 -0.01 -0.09
H -1.2453 -0.9352 -5.8559 -0.02 0.04 -0.04
H -2.2069 -0.8105 -4.3585 -0.17 -0.06 -0.07
H -1.5747 0.6668 -5.1283 0.00 -0.02 -0.06
O 0.0997 3.1810 5.8150 -0.32 -0.21 -0.32
S -0.9622 3.6014 4.9450 0.03 0.54 -0.20
O -2.0171 2.7027 4.5673 0.40 -0.01 0.19
O -0.3158 4.2257 3.6084 -0.31 0.06 0.52
C 0.6326 3.4275 2.8899 0.38 -0.45 -0.38
C -0.0468 2.3436 2.0741 -0.20 -0.24 0.12
C -1.6741 5.0930 5.5669 0.04 0.04 -0.09
H 1.3721 3.0027 3.5730 -0.12 0.06 0.10
H 1.1616 4.1006 2.2201 -0.16 0.16 0.15
H -0.5123 1.5974 2.7208 0.00 0.03 0.02
H 0.6817 1.8369 1.4377 0.12 0.17 0.06
H -0.8347 2.7691 1.4494 0.09 0.08 0.01
H -0.8756 5.7907 5.8061 0.01 -0.05 -0.02
H -2.2356 4.8390 6.4637 0.04 -0.10 -0.03
H -2.3405 5.5049 4.8128 0.02 -0.05 0.00

***

95
Properties=species:S:1:pos:R:3:forces:R:3 method="wB97M-V/def2-TZVPD" molar_mass_g_mol=1080.39 lumo_energy_ev=3.855 total_energy_ha=-5714.30709 e_homo_ev=-1.722 fmax_ev_per_a=2.69 de_lowest_kcal_mol=17.1 charge=-2
Ca -0.5683 0.5906 0.0597 1.29 -1.50 0.02
N -1.8785 -0.1260 4.5797 0.11 -0.09 -0.07
C -1.2663 0.0105 3.3499 -0.02 0.16 -0.04
S -1.2804 1.5658 2.6600 0.03 0.20 -0.11
N -0.7639 -1.1051 2.8670 0.01 -0.74 0.45
N -0.1296 -1.0103 1.6818 0.39 -0.90 0.58
C 0.3679 -2.1201 1.2373 -0.24 0.19 1.06
C 1.2060 -2.1528 0.0673 0.86 0.09 -0.63
C 1.8093 -3.3569 -0.3388 -0.17 0.08 0.30
C 2.6924 -3.3561 -1.3909 0.02 0.14 -0.19
C 2.9475 -2.1554 -2.0521 -0.01 -0.18 0.11
C 2.3066 -1.0185 -1.5921 0.02 0.08 -0.21
N 1.4846 -0.9913 -0.5528 -0.44 -0.46 0.03
H -1.9316 0.7358 5.0980 -0.01 -0.01 0.01
H -1.5716 -0.9309 5.1057 0.02 -0.01 -0.04
H 0.2117 -3.0429 1.7943 0.05 0.05 0.01
H 1.5641 -4.2687 0.1900 -0.02 -0.01 0.00
H 3.1786 -4.2713 -1.7071 -0.03 -0.01 0.01
H 3.6362 -2.1092 -2.8853 -0.03 0.06 -0.01
H 2.4742 -0.0638 -2.0777 -0.03 -0.01 -0.01
N -0.0228 1.1369 -2.5672 -0.08 0.04 -0.16
C 0.9381 2.2010 -2.7863 0.13 0.09 0.01
C 0.9586 3.1410 -1.5753 0.04 -0.03 -0.48
N 0.9152 2.4014 -0.3234 0.27 0.53 0.19
H -0.2364 0.6442 -3.4242 -0.03 -0.10 0.08
H -0.8933 1.5120 -2.1655 -0.12 0.03 -0.27
H 0.7281 2.8088 -3.6846 0.07 -0.03 0.11
H 1.9359 1.7653 -2.9303 -0.01 0.03 -0.01
H 0.0757 3.7783 -1.6428 0.05 0.00 0.09
H 1.8444 3.7840 -1.6456 -0.12 0.04 0.05
H 0.2559 2.8333 0.3177 0.24 0.40 0.17
H 1.8077 2.3764 0.1510 -0.01 0.13 0.07
C -5.8836 -4.0959 -5.3258 0.07 -0.01 0.08
C -4.9566 -3.6401 -4.2280 -0.01 0.01 -0.02
C -5.2817 -2.5780 -3.3967 0.01 -0.17 -0.10
C -4.4353 -2.1730 -2.3699 0.02 0.15 0.17
C -4.8366 -1.0165 -1.5014 -0.05 0.01 -0.09
C -3.2141 -2.8280 -2.1433 -0.07 0.17 -0.06
Te -1.9121 -2.2278 -0.5476 -0.76 -0.67 -0.54
C -2.8842 -3.8999 -2.9905 0.19 -0.03 0.10
C -1.5848 -4.6354 -2.8086 -0.13 -0.01 -0.09
C -3.7477 -4.2881 -4.0072 -0.13 0.01 -0.05
H -6.6839 -3.3731 -5.4869 -0.02 0.01 -0.02
H -6.3428 -5.0566 -5.0779 -0.04 -0.01 -0.03
H -5.3419 -4.2252 -6.2652 -0.03 0.00 -0.04
H -6.2217 -2.0543 -3.5471 0.00 0.03 0.00
H -5.7941 -0.5933 -1.8135 -0.01 0.00 -0.05
H -4.0715 -0.2383 -1.5381 -0.01 0.02 0.09
H -4.9156 -1.3346 -0.4599 0.07 0.07 0.04
H -0.7464 -3.9489 -2.9391 0.08 -0.03 0.09
H -1.4920 -5.4563 -3.5228 -0.02 -0.02 -0.04
H -1.5230 -5.0296 -1.7937 0.13 0.00 0.02
H -3.4748 -5.1219 -4.6497 0.05 -0.01 0.01
C -4.0609 2.1919 0.4079 0.26 -0.03 -0.16
C -2.9508 2.7049 -0.5321 -0.60 0.44 -0.21
C -3.5931 3.0664 -1.8929 0.17 -0.12 0.24
C -2.3650 3.9928 0.0922 0.02 -0.40 -0.10
O -1.9746 1.7460 -0.7124 -1.81 1.83 -0.76
H -4.8410 2.9415 0.5662 -0.02 0.05 -0.03
H -3.6084 1.9378 1.3646 -0.08 -0.04 0.07
H -4.5094 1.2925 -0.0146 -0.03 -0.02 0.02
H -4.3676 3.8296 -1.7831 -0.03 0.04 -0.02
H -4.0394 2.1690 -2.3252 -0.01 -0.02 -0.05
H -2.8254 3.4371 -2.5774 0.02 0.02 -0.04
H -3.1338 4.7528 0.2483 -0.01 0.03 0.03
H -1.5890 4.4123 -0.5515 0.00 0.05 -0.03
H -1.9194 3.7381 1.0550 0.01 0.11 0.07
C 4.6566 0.3141 0.3589 -0.18 0.05 -0.03
Te 3.1030 0.5369 1.8834 1.03 -0.14 -0.16
C 3.8519 -1.4807 2.2642 -0.27 0.22 0.05
C 5.3255 -1.3371 2.0614 0.20 0.03 0.01
C 6.2763 -1.9928 2.8286 -0.02 -0.04 -0.07
C 7.6328 -1.7634 2.6209 0.06 -0.08 0.05
C 8.0417 -0.8823 1.6355 0.03 0.02 -0.01
C 7.0926 -0.2131 0.8683 0.03 -0.06 -0.02
C 5.7386 -0.4262 1.0769 0.16 -0.03 0.11
H 5.0057 1.2676 -0.0374 -0.05 0.03 0.07
H 4.2704 -0.2866 -0.4648 -0.02 0.01 -0.03
H 3.4159 -2.1684 1.5355 -0.06 0.05 -0.02
H 3.6006 -1.8341 3.2633 -0.05 0.11 0.02
H 5.9556 -2.6719 3.6104 -0.01 0.00 0.00
H 8.3656 -2.2643 3.2434 0.00 0.00 -0.02
H 9.0975 -0.6985 1.4734 0.00 0.02 0.01
H 7.4144 0.4995 0.1170 -0.03 0.01 -0.01
Cl 1.7878 5.4294 1.9667 0.15 0.23 -0.55
C 1.3474 4.4056 3.3221 0.15 -0.69 0.25
C 1.7865 3.0893 3.3242 -0.37 0.14 0.50
C 1.4142 2.3863 4.4653 0.16 0.80 -0.34
Cl 1.8604 0.6872 4.6435 -0.18 -0.31 0.32
C 0.7011 2.9347 5.5242 0.02 -0.10 -0.07
Cl 0.2937 1.9984 6.9243 -0.08 -0.11 0.25
C 0.2782 4.2565 5.4510 -0.01 -0.04 0.03
Cl -0.6099 4.9628 6.7547 -0.10 0.06 0.09
C 0.5917 5.0038 4.3252 0.00 -0.02 -0.05
Cl 0.0304 6.6432 4.2099 -0.01 0.10 0.02